Entry 1:
The following is a DFT calculation (the ωB97M-V functional and the def2-TZVPD basis) of C42H51AsCl2CsI2N2O2P2 as an isolated structure in a non-equilibrium geometry.

The calculation puts the lowest unoccupied orbital energy at 1.6386 eV. The value obtained for the maximum force is 0.02682 Eh/bohr. The calculation puts the HOMO energy at -3.0239 eV. Its net charge is -1. Its orbital gap is 4.66 eV. As for the calculated total energy: -172670.367 eV. The value obtained for the energy above the lowest of the compared OMol25 structures with the same formula, charge and spin is 0.866 eV.

Last column: Mulliken charge in e.
CARTESIAN COORDINATES (ANGSTROEM)
1 H -2.21 4.74 -0.49  0.34
2 C 4.63 -1.74 -3.62  -0.86
3 Cl -6.62 -7.34 -0.94  -0.25
4 C 1.79 -0.39 -1.62  1.67
5 H -1.33 -0.96 -4.00  0.24
6 O -4.42 -1.01 -1.52  -0.78
7 C 3.60 -1.66 -2.72  -0.48
8 C 3.95 2.90 1.78  -0.25
9 H -2.77 -4.51 -1.80  0.41
10 H -4.81 3.50 1.54  0.45
11 C -1.06 2.12 -3.75  -0.46
12 C -3.75 -2.06 -1.33  0.11
13 I -2.64 2.81 2.96  0.09
14 C 1.32 3.74 -1.23  -1.17
15 H -4.74 1.26 -3.29  0.28
16 H 2.48 1.46 -3.48  0.21
17 H 1.73 3.88 -0.23  0.39
18 H -2.53 -4.29 2.63  0.46
19 C -2.26 -0.41 -4.18  -1.26
20 C -4.50 -3.38 -1.27  0.24
21 H -1.43 -3.61 0.48  0.30
22 P -2.35 1.00 -3.04  0.73
23 O -2.52 -2.12 -1.13  -0.88
24 C 2.80 -1.66 4.31  -0.51
25 C -5.80 -5.80 -1.07  0.51
26 C 5.29 2.43 -0.59  -0.75
27 C 1.36 0.86 5.40  -0.61
28 H 3.44 3.08 2.71  0.28
29 C -0.88 -3.69 1.42  -0.49
30 H 3.42 -2.51 -2.06  0.36
31 C 2.76 -0.51 -2.61  -0.55
32 C 3.47 -2.70 3.69  -0.89
33 C 3.46 1.95 0.88  0.21
34 H 0.51 2.25 6.80  0.40
35 H 5.24 -2.63 -3.67  0.38
36 H -3.52 -2.27 3.26  0.38
37 H 1.44 4.67 -1.79  0.58
38 H -6.35 -2.50 -0.72  0.43
39 H 5.81 2.23 -1.53  0.51
40 C -0.89 3.41 -2.96  -1.58
41 C 5.78 3.38 0.29  -0.59
42 C -3.82 -4.57 -1.54  -0.03
43 H -7.53 -4.69 -0.50  0.40
44 N 0.21 -2.70 1.42  0.02
45 C 1.45 1.62 3.10  0.05
46 H 1.55 0.11 6.15  0.38
47 I -4.49 1.09 0.45  0.27
48 C 0.54 3.05 4.81  -0.62
49 C 4.11 0.46 -4.42  -0.98
50 C -6.50 -4.64 -0.80  -0.74
51 H -3.95 2.82 -3.16  0.36
52 As 1.79 0.96 1.26  1.04
53 C -4.47 -5.79 -1.46  -0.89
54 C 5.10 3.61 1.48  -0.72
55 Cl 6.22 -0.78 -5.62  -0.30
56 H 4.31 1.29 -5.08  0.39
57 H -3.09 -1.09 -3.99  0.36
58 H -5.19 2.26 2.75  0.45
59 H -1.28 -3.45 3.52  0.33
60 H -0.12 1.56 -3.77  0.05
61 H -2.54 -0.13 2.76  -0.13
62 C 4.90 -0.68 -4.48  0.27
63 H 0.64 3.58 2.74  0.63
64 H -1.30 2.35 -4.80  0.55
65 C -4.50 2.55 1.97  -0.93
66 Cs -1.00 -0.28 -0.23  0.98
67 H -3.16 -2.11 1.54  0.04
68 H 0.89 -2.91 0.70  0.11
69 C -1.84 -3.43 2.58  -0.92
70 H 3.82 -3.54 4.29  0.38
71 H 0.09 3.99 5.10  0.49
72 H 5.47 4.35 2.18  0.40
73 H 1.94 2.97 -1.70  -0.05
74 C 0.78 2.07 5.76  -0.74
75 C 4.14 1.72 -0.30  -0.25
76 C -5.84 -3.43 -0.91  -0.28
77 C -3.87 1.83 -3.62  -1.45
78 C 3.26 -1.61 1.55  -0.72
79 H -0.48 -4.71 1.51  0.36
80 H -0.13 4.04 -3.43  0.57
81 H -3.95 -6.71 -1.67  0.41
82 H -0.82 4.88 0.56  0.28
83 H -0.79 5.66 -1.03  0.40
84 C 2.58 -0.58 2.18  0.31
85 C 2.36 -0.58 3.55  0.36
86 H 1.49 -1.30 -1.09  0.10
87 C 3.71 -2.67 2.33  -0.55
88 C -2.70 -2.17 2.53  -0.24
89 C 3.07 0.55 -3.51  0.37
90 C -1.12 4.77 -0.48  -1.41
91 C 1.70 0.64 4.07  0.39
92 H 1.01 0.37 -1.65  -1.82
93 H -3.92 1.96 -4.70  0.38
94 N -1.93 -0.95 2.78  -0.10
95 H 2.64 -1.68 5.38  0.37
96 C 0.86 2.82 3.48  -0.99
97 H 0.72 -2.72 2.29  -0.06
98 H 4.25 -3.48 1.86  0.45
99 H -2.28 -0.11 -5.23  0.49
100 H -1.50 -0.95 3.69  0.19
101 P -0.43 3.22 -1.17  1.29
102 H 6.68 3.94 0.06  0.37
103 H 3.43 -1.59 0.48  0.42
104 H -1.82 3.99 -3.00  0.44
105 H 3.77 0.98 -1.00  0.45

Entry 2:
The following is a DFT calculation (the ωB97M-V functional and the def2-TZVPD basis) of a 2-piece molecular cluster, C3H11NO2S overall in a non-equilibrium geometry.

The calculation puts the lowest unoccupied orbital energy at 0.6236 eV. The value obtained for the maximum force is 0.09502 Eh/bohr. The calculation puts the HOMO energy at -8.9345 eV. The SMILES is OCNCCS.O. Its net charge is 0. Its orbital gap is 9.56 eV. As for the calculated total energy: -19708.005 eV. The value obtained for the energy above the lowest of the compared OMol25 structures with the same formula, charge and spin is 1.521 eV.

Last column: Mulliken charge in e.
CARTESIAN COORDINATES (ANGSTROEM)
1 H -2.93 -2.38 2.68  0.32
2 H 0.01 1.98 0.56  0.37
3 C 1.34 -1.78 -0.11  -0.50
4 H 2.04 -1.55 -0.91  0.30
5 H 0.90 -2.73 -0.25  0.35
6 H -1.62 -1.94 2.21  0.31
7 H 1.56 0.76 -0.84  0.39
8 H 0.00 3.62 -1.41  0.13
9 C 0.49 0.54 -0.89  -0.68
10 O 2.17 -2.03 1.03  -0.54
11 N 0.50 -0.63 0.05  -0.31
12 S -0.84 2.56 -1.71  -0.27
13 C -0.48 1.49 -0.34  -0.55
14 O -2.05 -2.27 3.01  -0.63
15 H 0.23 0.28 -1.85  0.49
16 H -1.38 0.89 -0.17  0.28
17 H 1.60 -2.47 1.65  0.31
18 H 0.55 -0.19 1.03  0.24

Entry 3:
The following is a DFT calculation (the ωB97M-V functional and the def2-TZVPD basis) of one molecule with the formula C6H12O in a non-equilibrium geometry.

The calculation puts the lowest unoccupied orbital energy at 1.1361 eV. The value obtained for the maximum force is 0.01969 Eh/bohr. The calculation puts the HOMO energy at -9.4844 eV. The SMILES is C[C@@H]1OCC[C@@H]1C. Its net charge is 0. Its orbital gap is 10.62 eV. As for the calculated total energy: -8463.726 eV. The value obtained for the energy above the lowest of the compared OMol25 structures with the same formula, charge and spin is 0.628 eV.

Last column: Mulliken charge in e.
CARTESIAN COORDINATES (ANGSTROEM)
1 C -1.11 0.49 0.78  -0.83
2 C 0.87 0.40 -0.56  0.33
3 C 1.88 -0.53 0.11  -1.42
4 H -1.09 2.46 -0.08  0.27
5 H 1.20 0.61 -1.58  0.27
6 H -1.36 -1.85 0.24  0.32
7 H -0.71 -0.01 1.68  0.33
8 H 0.10 -2.26 -0.62  0.30
9 C -0.58 -0.13 -0.54  0.24
10 H -2.20 0.51 0.88  0.39
11 C -0.50 1.87 0.65  -0.51
12 H -1.13 0.36 -1.35  0.42
13 H 1.49 -0.95 1.04  0.28
14 H -1.40 -1.95 -1.50  0.32
15 H 2.79 0.03 0.34  0.37
16 H 2.15 -1.36 -0.55  0.37
17 C -0.80 -1.64 -0.64  -1.33
18 H -0.41 2.46 1.57  0.31
19 O 0.82 1.64 0.16  -0.45